Version w
The ion C8H14N3 with charge +1, computed with ωB97M-V with the def2-TZVPD basis set.

```
25
C8H14N3, DFT ωB97M-V with the def2-TZVPD basis set
C -1.740 1.653 1.595
C -2.657 0.871 2.285
C -0.973 0.672 0.959
C -1.131 -1.748 0.452
C 0.351 -1.697 0.120
C 0.867 0.712 -0.256
C 0.926 1.916 -1.197
C 2.149 -0.801 -1.626
N -2.523 -0.438 2.032
N -1.528 -0.514 1.139
N 0.826 -0.557 -0.845
H -1.456 2.644 1.678
H -3.393 1.127 3.010
H -1.764 -1.839 -0.396
H -1.426 -2.596 1.150
H 0.928 -1.476 0.943
H 0.715 -2.597 -0.258
H 1.524 0.805 0.702
H 0.053 1.891 -1.971
H 1.802 2.074 -1.760
H 0.777 2.814 -0.574
H 2.916 -0.141 -1.072
H 2.527 -1.888 -1.852
H 2.156 -0.398 -2.664
H 0.076 -0.490 -1.593
```

The charge is +1. As for the LUMO energy: -0.12871 hartree. The calculation puts the HOMO energy at -12.668 eV. The frontier orbital gap is 9.165 eV.

Version x
A cluster of 3 separate species, C8H14N3 in total, computed with ωB97M-V with the def2-TZVPD basis set.

```
25
C8H14N3, DFT ωB97M-V with the def2-TZVPD basis set
C 0.868 -0.738 3.791
C 1.672 -1.229 2.772
C -0.464 -0.438 3.544
C 1.144 -1.425 1.511
C -0.995 -0.626 2.282
C -0.201 -1.137 1.249
C -0.752 -1.356 -0.070
C -0.316 0.393 -1.144
N -0.697 0.410 -2.374
N 0.362 1.287 -0.491
N -0.215 2.009 -4.464
H 1.277 -0.594 4.779
H 2.706 -1.464 2.968
H -1.090 -0.066 4.339
H 1.761 -1.823 0.719
H -2.035 -0.400 2.094
H -1.826 -1.354 -0.162
H -0.232 -2.050 -0.711
H -1.226 -0.376 -2.722
H -0.466 1.150 -3.109
H 0.674 2.155 -0.909
H 0.579 1.122 0.483
H 0.729 1.908 -4.824
H -0.408 3.002 -4.381
H -0.846 1.640 -5.169
```

The charge is +1. As for the LUMO energy: -0.11176 hartree. The calculation puts the HOMO energy at -12.323 eV. The frontier orbital gap is 9.282 eV.

Most stable = version x